Entry 1:
Computed, not measured: a cluster of 7 separate species, C37H85N5O7 in total at a distorted geometry, with the ωB97M-V functional and the def2-TZVPD basis.

Last column: Löwdin charge in e.
Atoms and positions in Å:
C -0.8670 0.9514 -0.3120  -0.599
O -0.4487 1.2610 -1.4827  -0.060
N 0.0409 0.4804 0.5638  0.199
N -2.1361 1.1362 0.0418  0.214
H -0.2553 0.2274 1.4855  0.069
H 1.0136 0.3726 0.3022  0.100
H -2.7306 1.6970 -0.5136  0.078
H -2.4561 0.8597 0.9648  0.079
C -0.4718 2.4659 4.5980  -0.015
C -0.4675 1.1746 5.4198  -0.502
C -1.8103 1.2594 6.2635  -0.127
C -2.1512 0.0089 6.9826  -0.185
C -2.1953 -1.1274 5.9681  -0.112
C -0.9330 -1.2996 5.0116  -0.500
N -0.6624 0.0406 4.5055  -0.148
O 0.3755 -0.0062 3.6160  -0.033
C 0.2117 -1.8440 5.7969  -0.030
C -1.3138 -2.2355 3.8463  -0.007
C 0.7158 1.1519 6.2965  -0.048
H 0.5373 2.6942 4.2555  0.090
H -0.8434 3.3132 5.1040  0.075
H -1.1053 2.3837 3.7264  0.078
H -1.7233 2.1376 6.9030  0.126
H -2.5511 1.4858 5.5248  0.087
H -3.1040 -0.0367 7.5544  0.129
H -1.3895 -0.1660 7.7433  0.105
H -3.0382 -0.9992 5.2981  0.094
H -2.3235 -2.0792 6.5556  0.138
H 0.4289 -2.8886 5.6898  0.084
H 1.1592 -1.3176 5.5234  0.080
H 0.1595 -1.6383 6.8954  0.095
H -1.7962 -3.1109 4.3598  0.106
H -2.0866 -1.9331 3.1319  0.083
H -0.4229 -2.5116 3.2706  0.051
H 0.8158 0.2804 6.9440  0.065
H 0.8433 2.0933 6.8433  0.103
H 1.7281 1.1626 5.7468  0.116
H 1.1624 -0.1755 4.1855  0.079
C 2.4526 1.8369 -3.6102  -0.010
C 1.9399 1.7107 -5.0679  -0.554
C 3.0989 1.3569 -5.9913  -0.140
C 3.4959 -0.1239 -5.8000  -0.154
C 2.1916 -1.0258 -5.9258  -0.135
C 0.9695 -0.6845 -5.1428  -0.527
N 0.8101 0.8014 -5.3086  -0.045
O -0.2918 1.0890 -4.4394  -0.058
C -0.2895 -1.3311 -5.6286  -0.033
C 1.2786 -1.3024 -3.7330  -0.021
C 1.4340 3.0726 -5.4530  -0.050
H 3.1474 2.7042 -3.6215  0.100
H 2.9011 0.9113 -3.2413  0.064
H 1.6931 1.9914 -2.8973  0.048
H 2.6703 1.3994 -7.0030  0.121
H 3.9504 2.0383 -5.7712  0.133
H 4.1227 -0.2151 -4.8957  0.099
H 4.1450 -0.4064 -6.6129  0.093
H 2.4347 -2.1229 -5.7808  0.136
H 1.9437 -0.8815 -6.9900  0.117
H -0.3464 -2.3889 -5.4332  0.080
H -1.1717 -0.9155 -5.0864  0.081
H -0.4369 -1.0032 -6.6794  0.103
H 0.5725 -0.9714 -3.0133  0.065
H 1.2510 -2.3891 -3.8490  0.095
H 2.2038 -0.9877 -3.3833  0.027
H 2.2330 3.8480 -5.3641  0.097
H 0.4897 3.3370 -4.9479  0.073
H 1.1507 3.0096 -6.5491  0.104
H 0.0684 0.8648 -3.5600  0.048
C 5.0678 -0.7074 -0.3602  -0.030
C 4.8017 -2.2261 -0.3583  -0.506
C 5.8842 -2.9786 0.4310  -0.138
C 5.7568 -2.9997 1.9292  -0.188
C 4.3346 -3.3875 2.3479  -0.128
C 3.2149 -2.5641 1.6292  -0.477
N 3.4854 -2.6138 0.2101  -0.091
O 2.5898 -1.7308 -0.4408  -0.060
C 1.8053 -3.2536 1.8435  -0.022
C 3.3056 -1.1235 2.2741  0.000
C 4.7948 -2.6772 -1.8245  -0.034
H 5.3951 -0.3539 0.6123  0.061
H 4.2139 -0.0957 -0.6423  0.081
H 5.9029 -0.5136 -1.0413  0.091
H 5.8177 -4.0538 0.0404  0.142
H 6.8915 -2.6171 0.1918  0.124
H 6.0090 -2.0396 2.2766  0.086
H 6.4272 -3.6374 2.5012  0.116
H 4.1326 -3.1895 3.3977  0.109
H 4.1829 -4.4327 2.0683  0.120
H 1.0233 -2.6185 1.3953  0.065
H 1.6964 -4.2382 1.3251  0.094
H 1.5708 -3.4102 2.9178  0.073
H 3.2898 -1.1696 3.3705  0.085
H 4.2306 -0.7032 1.8665  0.052
H 2.5072 -0.5251 1.9018  0.047
H 4.2317 -2.0120 -2.4409  0.052
H 4.4854 -3.7456 -1.9530  0.105
H 5.8229 -2.5848 -2.1885  0.087
H 2.1069 -2.2814 -1.0866  0.111
C -4.1208 3.6678 -4.1095  -0.050
C -2.6956 3.3015 -3.6451  -0.496
C -1.8695 4.5201 -3.2651  -0.060
O -2.8444 2.4280 -2.5171  -0.122
H -4.1093 4.4240 -4.9583  0.100
H -4.5665 4.2099 -3.2505  0.089
H -4.5497 2.7200 -4.4008  0.062
H -2.2638 2.7607 -4.4743  0.117
H -1.7714 5.2608 -4.0977  0.088
H -0.8538 4.2257 -2.9095  0.084
H -2.4487 5.1270 -2.5414  0.083
H -1.8819 2.2395 -2.3135  0.062
C -4.9170 2.1945 2.4842  -0.055
C -4.3460 1.0471 3.3375  -0.501
C -5.1911 -0.2181 3.1232  -0.039
O -3.0158 0.9858 2.9055  -0.097
H -5.9644 2.4945 2.6804  0.087
H -4.8737 1.8705 1.4444  0.066
H -4.2474 3.0838 2.4966  0.090
H -4.4161 1.3521 4.3962  0.130
H -6.2447 0.0292 3.1099  0.076
H -4.9826 -0.9606 3.8867  0.060
H -4.9224 -0.6079 2.1195  0.085
H -2.4344 0.6130 3.6068  0.057
C -3.6466 -0.4059 -3.2849  -0.069
C -5.0571 -0.2788 -2.7184  -0.479
C -5.2307 -0.9849 -1.3495  -0.063
O -5.4777 1.0721 -2.6569  -0.072
H -3.6290 0.0103 -4.2752  0.072
H -3.2997 -1.4748 -3.3966  0.095
H -2.8215 -0.0123 -2.6853  0.057
H -5.7074 -0.8154 -3.4160  0.130
H -5.1671 -2.0658 -1.4113  0.063
H -6.2485 -0.8068 -0.9201  0.085
H -4.4336 -0.6950 -0.6547  0.053
H -4.7498 1.6820 -2.3639  0.072

Summary:
Maximum force = 0.07487 hartree/bohr
Structure (SMILES) = CC1(C)CCCC(C)(C)N1O.CC1(C)CCCC(C)(C)N1O.CC1(C)CCCC(C)(C)N1O.NC(N)=O.CC(C)O.CC(C)O.CC(C)O
LUMO level = 0.322 eV
HOMO-LUMO gap = 8.84 eV
Molecular weight = 712.11 g mol⁻¹
HOMO = -8.5 eV
Energy relative to the best compared isomer or geometry (same formula, charge and spin) = 0.0 kcal per mole



Entry 2:
Computed, not measured: a structure of composition C37H87N12O17SY at a distorted geometry, with the ωB97M-V functional and the def2-TZVPD basis.

Last column: Löwdin charge in e.
Atoms and positions in Å:
Y 0.2823 -2.1432 -1.1442  1.541
S -0.4958 0.3970 -0.0999  0.189
O 0.5238 0.0728 -1.1212  -0.427
O 0.0979 0.6385 1.1976  -0.307
O -1.3394 1.4506 -0.5904  -0.326
O -1.1276 -0.8831 -0.1208  -0.414
C 1.1177 -5.7263 -1.7304  -0.288
O 1.0596 -4.2955 -1.6980  -0.458
H 1.9620 -6.1643 -1.1980  0.043
H 0.2320 -6.3042 -1.4663  0.046
H 1.3228 -6.1365 -2.7192  0.038
C -1.0852 2.8868 3.2703  -0.011
C -1.7793 1.9343 4.1725  -0.540
O -2.5556 2.3489 5.0911  -0.006
N -1.6324 0.6842 3.8163  0.015
C -2.5669 -0.3792 3.9583  -0.065
H -0.1379 2.4924 2.9029  0.047
H -0.8901 3.8121 3.8125  0.083
H -1.6111 3.2345 2.3812  0.081
H -0.8394 0.5179 3.2133  0.091
H -3.3327 -0.3318 3.1841  0.081
H -3.0883 -0.3735 4.9155  0.087
H -2.1271 -1.3756 3.9136  0.075
C 1.2078 -3.2930 5.3628  -0.006
C 1.4083 -3.3511 6.8411  -0.591
O 0.5748 -3.8387 7.6006  0.027
N 2.5362 -2.8296 7.2866  0.016
C 2.9162 -2.5343 8.6790  -0.047
H 1.1993 -2.3379 4.8377  0.068
H 0.2038 -3.6806 5.1902  0.080
H 1.9789 -3.9817 5.0175  0.086
H 3.1469 -2.4200 6.5943  0.107
H 2.7533 -1.4759 8.8823  0.074
H 3.9650 -2.8044 8.8020  0.079
H 2.3387 -3.0565 9.4419  0.081
C -2.5040 -4.7118 -3.6171  0.042
C -2.7333 -3.7164 -2.5216  -0.512
O -1.8459 -3.4095 -1.7025  -0.050
N -3.8870 -3.0930 -2.4604  0.033
C -4.4010 -2.1037 -1.5206  -0.026
H -1.8989 -4.2785 -4.4135  0.078
H -3.5245 -4.9588 -3.9100  0.076
H -2.0367 -5.6690 -3.3859  0.096
H -4.5446 -3.4440 -3.1420  0.132
H -5.2934 -1.5493 -1.8111  0.094
H -3.6080 -1.4059 -1.2517  0.074
H -4.5929 -2.6009 -0.5698  0.078
C -1.7261 0.3293 -3.8246  0.039
C -0.9513 -0.9383 -4.2076  -0.494
O -0.4582 -1.6542 -3.3547  -0.028
N -1.0864 -1.2862 -5.4580  0.038
C -0.3659 -2.3408 -6.0350  -0.071
H -2.2814 0.6112 -4.7192  0.068
H -1.0450 1.0516 -3.3747  0.082
H -2.4384 0.0404 -3.0517  0.082
H -1.4579 -0.6007 -6.1000  0.122
H 0.0410 -3.0498 -5.3140  0.090
H 0.3669 -2.0204 -6.7756  0.094
H -1.0987 -2.9299 -6.5865  0.088
C 0.7056 -5.2746 1.9475  0.020
C -0.4835 -4.4299 1.5924  -0.483
O -0.3314 -3.4716 0.8398  -0.030
N -1.6963 -4.8660 2.0579  0.049
C -2.9768 -4.2213 1.5868  -0.036
H 0.2939 -6.2576 1.7190  0.085
H 0.8491 -5.2078 3.0260  0.067
H 1.7096 -5.2590 1.5234  0.088
H -1.8552 -5.7386 2.5411  0.136
H -2.9784 -3.6057 0.6872  0.058
H -3.5102 -3.8017 2.4397  0.077
H -3.6823 -5.0096 1.3241  0.074
C -1.5091 4.6553 -1.1264  0.030
C 0.0933 4.6569 -1.1447  -0.544
O 0.6927 5.6978 -1.4507  -0.024
N 0.7342 3.5316 -0.9560  0.040
C 2.1813 3.2076 -1.1288  -0.015
H -1.7743 5.6899 -1.3438  0.076
H -1.8321 4.4678 -0.1024  0.069
H -1.9556 3.9413 -1.8185  0.042
H 0.0902 2.7536 -0.9680  0.065
H 2.2840 2.1915 -0.7477  0.079
H 2.6466 3.9141 -0.4415  0.064
H 2.5479 3.3535 -2.1449  0.081
C 3.0598 -3.1064 -4.1979  0.016
C 2.5084 -1.7689 -3.6722  -0.510
O 2.1608 -1.7695 -2.5129  -0.036
N 2.7092 -0.7212 -4.4571  0.042
C 2.4282 0.6676 -4.2333  -0.050
H 4.1299 -3.1651 -4.3963  0.079
H 2.6130 -3.3178 -5.1694  0.067
H 2.9703 -3.9817 -3.5544  0.073
H 3.1987 -0.8458 -5.3318  0.147
H 2.3001 1.1347 -5.2098  0.064
H 3.3172 1.1906 -3.8808  0.092
H 1.5337 0.9002 -3.6554  0.084
C 2.2339 1.3324 4.2393  0.005
C 3.1977 0.8561 5.3227  -0.508
O 3.5133 -0.3593 5.3637  -0.010
N 3.7647 1.7984 6.0638  0.009
C 4.6428 1.5455 7.1701  -0.066
H 1.7022 2.2778 4.3472  0.068
H 1.4371 0.5903 4.1884  0.074
H 2.8330 1.5095 3.3461  0.089
H 3.4442 2.7525 5.9784  0.144
H 5.6968 1.4950 6.8967  0.087
H 4.2528 0.6608 7.6734  0.081
H 4.6290 2.3821 7.8687  0.086
C 2.6479 -1.4186 2.3087  0.019
C 2.9049 -2.2680 1.1145  -0.549
O 2.1192 -2.2423 0.2359  -0.002
N 4.0577 -2.9275 1.1038  0.053
C 4.4764 -3.7118 -0.0136  -0.068
H 3.0070 -0.4184 2.0665  0.098
H 3.1352 -1.8389 3.1885  0.068
H 1.6048 -1.3873 2.6236  0.082
H 4.3908 -3.1157 2.0386  0.144
H 3.7212 -4.0612 -0.7178  0.076
H 5.0530 -4.6266 0.1227  0.087
H 5.1033 -3.1314 -0.6905  0.084
C -4.6304 2.5407 0.7090  0.001
C -4.9588 2.6706 -0.7023  -0.591
O -5.9377 3.3264 -0.9949  0.049
N -4.0545 2.2222 -1.6084  0.033
C -4.4802 2.3223 -2.9712  -0.101
H -4.9854 3.4689 1.1567  0.101
H -3.5690 2.4269 0.9297  0.061
H -4.9767 1.5952 1.1262  0.090
H -3.2345 1.6881 -1.3586  0.083
H -4.7908 3.3245 -3.2663  0.086
H -5.3069 1.6544 -3.2132  0.086
H -3.6602 2.1264 -3.6622  0.046
C -0.3197 8.0350 1.0788  -0.014
C 0.3122 7.1008 2.0285  -0.568
O -0.0524 7.0627 3.1804  0.043
N 1.0528 6.1058 1.4747  0.011
C 1.8074 5.0980 2.1678  -0.064
H -1.3469 7.8110 0.7910  0.087
H 0.1789 8.1201 0.1133  0.076
H -0.4615 9.0521 1.4441  0.084
H 0.9925 6.1589 0.4679  0.074
H 1.3333 4.9677 3.1406  0.069
H 2.6947 5.6472 2.4825  0.083
H 2.0151 4.1968 1.5909  0.070
C -0.9099 3.8230 -4.6660  0.021
C -0.4736 2.8661 -5.8610  -0.516
O 0.6984 2.5687 -6.0539  0.026
N -1.4660 2.4588 -6.6546  0.005
C -1.4088 1.5677 -7.8168  -0.068
H -0.8913 3.2982 -3.7108  0.044
H -1.9251 4.2199 -4.6631  0.069
H -0.2892 4.7081 -4.5267  0.087
H -2.3917 2.7876 -6.4200  0.131
H -2.2734 0.9340 -8.0139  0.081
H -0.4961 0.9746 -7.8758  0.081
H -1.3829 2.2184 -8.6908  0.084

Summary:
Maximum force = 0.12114 hartree/bohr
LUMO level = -0.222 eV
HOMO-LUMO gap = 7.37 eV
Molecular weight = 1093.14 g mol⁻¹
HOMO = -7.6 eV



Entry 3:
Computed, not measured: a cluster of 6 separate species, C37H87NO16PS7 in total at a distorted geometry, with the ωB97M-V functional and the def2-TZVPD basis.

Last column: Löwdin charge in e.
Atoms and positions in Å:
C -4.0555 1.8776 5.3393  -0.158
C -5.6126 1.5074 5.3144  -0.254
C -6.0205 0.5008 6.4863  -0.229
C -5.8696 -1.0370 6.1104  -0.234
C -6.6010 -1.4677 4.7738  -0.230
C -6.7617 -3.0344 4.5789  -0.212
C -5.3419 -3.8091 4.4728  -0.177
C -4.8721 -4.0368 2.9637  -0.189
N -3.4806 -3.6316 2.6493  -0.239
C -2.4856 -4.1052 3.6371  -0.218
C -0.9978 -3.8138 3.1043  -0.174
C -0.6834 -4.6559 1.7757  -0.184
C -0.4224 -6.1631 2.2259  -0.215
C -1.0846 -7.2625 1.2953  -0.217
C -2.6622 -7.1454 1.1442  -0.212
C -3.1185 -6.2991 -0.1383  -0.266
C -4.1559 -7.0450 -1.0832  -0.132
C -3.3533 -2.2120 2.3429  -0.965
S -3.2521 -0.9830 3.4950  0.679
S -3.2866 -1.8176 0.5328  0.840
C -2.0140 -0.5059 0.2465  -0.470
C -0.7064 -1.0068 -0.5142  -0.321
C -0.6018 -0.4330 -2.0170  -0.419
P -1.3400 -1.6437 -3.3222  0.333
C -2.2361 -2.8478 -4.5461  -0.366
C -3.2768 -1.9863 -5.3585  -0.352
O -4.4894 -2.0194 -5.0657  -0.077
H -3.6578 2.1817 4.3206  0.065
H -3.8414 2.7267 6.0688  0.071
H -3.4104 1.0058 5.7014  0.049
H -6.1850 2.4755 5.5243  0.098
H -5.9727 1.1615 4.2978  0.094
H -7.0673 0.7492 6.8610  0.103
H -5.3114 0.6867 7.3634  0.108
H -4.7468 -1.2451 6.0481  0.078
H -6.2231 -1.6344 7.0198  0.116
H -6.0992 -1.0668 3.8315  0.084
H -7.6599 -1.0337 4.8186  0.117
H -7.3847 -3.5375 5.3923  0.104
H -7.3237 -3.2501 3.6068  0.105
H -4.6271 -3.2201 5.1133  0.075
H -5.5550 -4.8465 4.9043  0.108
H -5.5539 -3.3839 2.3168  0.122
H -5.1105 -5.1061 2.6601  0.120
H -2.5466 -3.6187 4.6571  0.098
H -2.6667 -5.2189 3.7736  0.120
H -0.3006 -4.2235 3.9151  0.110
H -0.7639 -2.7143 3.0148  0.094
H -1.5674 -4.5112 1.0886  0.080
H 0.2337 -4.2912 1.2247  0.109
H -0.7943 -6.2876 3.2883  0.094
H 0.7084 -6.3062 2.2729  0.110
H -0.5594 -7.3363 0.2867  0.113
H -0.8851 -8.2718 1.8002  0.100
H -3.1689 -6.7373 2.0775  0.092
H -3.0939 -8.1967 1.0081  0.101
H -3.5182 -5.3029 0.2530  0.087
H -2.1693 -6.0840 -0.7355  0.109
H -4.5623 -6.2598 -1.8044  0.078
H -4.9949 -7.5413 -0.5029  0.068
H -3.5641 -7.8378 -1.6538  0.076
H -1.7009 -0.0993 1.2520  0.047
H -2.5016 0.2837 -0.4168  0.078
H -0.5372 -2.1275 -0.4753  0.077
H 0.1832 -0.5444 0.0410  0.093
H 0.4800 -0.1828 -2.2981  0.050
H -1.1660 0.5586 -2.0759  0.058
H -0.8514 -0.7874 -4.4132  -0.041
H -2.5959 -0.8888 -3.2546  -0.025
H -1.7580 -2.4979 -2.2126  -0.045
H -0.0959 -2.3977 -3.4295  -0.043
H -2.8295 -3.5742 -3.9045  0.067
H -1.4906 -3.3958 -5.1992  0.059
H -2.9499 -1.3383 -6.2414  0.105
O 0.7117 2.1469 -3.6137  -0.277
S 1.9896 2.3442 -4.2389  0.609
O 3.1352 2.8095 -3.4966  -0.313
O 1.7981 3.2828 -5.5407  -0.258
C 1.1581 4.5489 -5.3746  -0.260
C 2.0873 5.5715 -4.7468  -0.077
C 2.4420 0.8642 -5.0936  -0.108
H 0.2375 4.4416 -4.7938  0.116
H 0.8717 4.8897 -6.3719  0.121
H 2.3244 5.3060 -3.7149  0.054
H 1.6255 6.5607 -4.7419  0.079
H 3.0320 5.6210 -5.2935  0.082
H 1.5959 0.5301 -5.6922  0.075
H 2.6961 0.1112 -4.3474  0.071
H 3.3074 1.0715 -5.7219  0.075
O 9.4779 3.9235 -3.4883  -0.288
S 8.6763 2.7321 -3.3972  0.596
O 8.0395 2.1584 -4.5513  -0.281
O 7.5751 2.9283 -2.2364  -0.262
C 6.7095 4.0668 -2.3018  -0.254
C 5.6140 3.8822 -3.3354  -0.083
C 9.6184 1.4686 -2.5921  -0.127
H 7.2857 4.9773 -2.4916  0.113
H 6.2553 4.1736 -1.3143  0.123
H 6.0283 3.8594 -4.3461  0.078
H 4.8933 4.7001 -3.2850  0.075
H 5.0954 2.9426 -3.1794  0.057
H 10.0687 1.8835 -1.6922  0.072
H 10.3927 1.1397 -3.2840  0.073
H 8.9575 0.6377 -2.3505  0.075
O 4.0445 -2.4418 -4.3558  -0.287
S 3.4163 -3.7018 -4.6544  0.588
O 2.1899 -4.1083 -4.0285  -0.275
O 4.5045 -4.8852 -4.4840  -0.270
C 5.1959 -4.9944 -3.2392  -0.273
C 4.3217 -5.6117 -2.1631  -0.077
C 3.2167 -3.8345 -6.4077  -0.122
H 5.5806 -4.0198 -2.9257  0.114
H 6.0592 -5.6405 -3.4143  0.118
H 3.4947 -4.9495 -1.9007  0.074
H 4.9017 -5.8020 -1.2575  0.078
H 3.8860 -6.5505 -2.5115  0.084
H 4.1562 -3.5719 -6.8912  0.070
H 2.4320 -3.1400 -6.7056  0.077
H 2.9237 -4.8543 -6.6519  0.073
O 0.5765 6.7986 0.5614  -0.308
S 0.1495 6.2445 -0.7001  0.625
O 0.4165 6.9116 -1.9467  -0.282
O -1.4256 5.9061 -0.6165  -0.251
C -2.3266 6.9466 -0.2342  -0.265
C -2.5758 7.9204 -1.3712  -0.077
C 0.7277 4.5782 -0.8209  -0.098
H -1.9613 7.4639 0.6575  0.115
H -3.2676 6.4636 0.0366  0.125
H -1.6728 8.4856 -1.6100  0.068
H -3.3586 8.6332 -1.1034  0.078
H -2.8729 7.3879 -2.2769  0.086
H 0.4899 4.0530 0.1028  0.084
H 1.8071 4.6086 -0.9692  0.080
H 0.2487 4.1009 -1.6757  0.069
O 1.2452 5.1115 4.2521  -0.278
S 2.5536 5.5606 3.8584  0.603
O 3.5450 4.6497 3.3510  -0.285
O 3.2024 6.4074 5.0744  -0.270
C 3.2819 5.7940 6.3613  -0.273
C 4.4116 4.7833 6.4338  -0.079
C 2.3827 6.8985 2.7158  -0.127
H 2.3249 5.3379 6.6301  0.115
H 3.4705 6.5945 7.0802  0.119
H 4.2125 3.9245 5.7905  0.071
H 4.5368 4.4176 7.4553  0.078
H 5.3501 5.2289 6.0970  0.083
H 1.6671 7.6148 3.1147  0.079
H 2.0192 6.4898 1.7740  0.030
H 3.3576 7.3617 2.5686  0.079

Summary:
Maximum force = 0.05232 hartree/bohr
LUMO level = 1.810 eV
Charge = -1
HOMO-LUMO gap = 5.52 eV
Molecular weight = 1057.54 g mol⁻¹
HOMO = -3.7 eV
Energy relative to the best compared isomer or geometry (same formula, charge and spin) = 100.5 kcal per mole